# 1
{"formula": "C27H31N5O4", "method": "ωB97M-V with the def2-TZVPD basis set", "symbols": ["C", "C", "C", "C", "N", "C", "C", "C", "O", "N", "C", "O", "H", "N", "C", "O", "C", "C", "C", "N", "C", "C", "C", "C", "C", "C", "H", "H", "H", "H", "C", "C", "C", "C", "O", "H", "H", "H", "H", "C", "C", "C", "C", "H", "H", "H", "C", "H", "H", "H", "H", "H", "H", "H", "H", "N", "H", "H", "H", "H", "H", "H", "H", "H", "H", "H", "H"], "positions_angstrom": [[-2.10138, -4.01706, 4.67050], [-1.06244, -3.51144, 3.67801], [-1.47999, -3.80031, 2.23710], [-0.39835, -3.39186, 1.23523], [-0.10147, -1.96810, 1.28159], [-0.96214, -1.03483, 0.76875], [-0.67448, 0.30985, 0.83102], [0.52586, 0.78018, 1.46883], [0.88895, 1.92984, 1.59684], [1.31804, -0.25888, 1.96327], [1.10051, -1.60247, 1.88081], [1.88747, -2.41652, 2.30098], [2.19177, 0.01760, 2.39786], [-1.53300, 1.23303, 0.16934], [-1.33902, 1.52760, -1.14457], [-2.03647, 2.29957, -1.76653], [-0.21373, 0.72395, -1.73683], [1.08805, 1.09517, -1.54428], [2.12179, 0.22224, -1.96931], [1.88755, -0.94284, -2.53378], [0.61735, -1.29652, -2.78942], [0.37737, -2.53472, -3.42403], [-0.89900, -2.92726, -3.71650], [-1.99016, -2.10110, -3.40333], [-1.79258, -0.90145, -2.77438], [-0.49256, -0.47957, -2.43621], [-2.62527, -0.24431, -2.56518], [-2.98828, -2.41552, -3.67117], [-1.07781, -3.87242, -4.20795], [1.23126, -3.14209, -3.67858], [3.50322, 0.57319, -1.73434], [4.65748, -0.11663, -2.02346], [5.71989, 0.68906, -1.56950], [5.14170, 1.80559, -1.03872], [3.81005, 1.74518, -1.13311], [5.56149, 2.67991, -0.58107], [6.76693, 0.47321, -1.62735], [4.71068, -1.07305, -2.49914], [1.34157, 2.00988, -1.03243], [-2.52497, 1.97783, 0.93344], [-2.00737, 3.35812, 1.33946], [-2.90335, 4.06231, 2.36078], [-4.28867, 4.35720, 1.78946], [-4.87283, 4.94007, 2.49852], [-4.20157, 4.92661, 0.86697], [-4.83236, 3.43975, 1.57884], [-2.23574, 5.36004, 2.81115], [-1.25120, 5.15951, 3.22662], [-2.11997, 6.03565, 1.96675], [-2.83580, 5.85765, 3.56995], [-3.01624, 3.40905, 3.23475], [-1.00679, 3.23976, 1.75855], [-1.92238, 3.97218, 0.44140], [-3.40870, 2.08232, 0.29807], [-2.77738, 1.38497, 1.81627], [-2.14497, -1.46314, 0.24509], [-2.19344, -2.38535, -0.15374], [-2.66168, -0.75303, -0.25145], [-0.67180, -3.67560, 0.21383], [0.53822, -3.89420, 1.48953], [-2.41439, -3.27805, 2.02325], [-1.65626, -4.87115, 2.11916], [-0.93135, -2.43512, 3.80939], [-0.10038, -3.98619, 3.87727], [-2.22875, -5.09304, 4.57538], [-3.06372, -3.54103, 4.49414], [-1.79210, -3.79773, 5.68893]], "forces_ev_per_a": [[0.2, 0.1, -0.1], [-0.2, -0.2, -0.1], [0.3, 0.2, 0.1], [-0.2, -0.5, 0.1], [-0.1, 0.0, -0.2], [-0.2, 0.6, 0.2], [-0.1, 0.1, 0.0], [-0.3, -0.6, 0.0], [0.1, 0.3, -0.1], [0.4, 0.3, 0.2], [0.0, 0.1, -0.1], [0.2, -0.2, 0.2], [-0.2, -0.1, -0.1], [0.1, -0.4, 0.4], [0.1, -0.2, 0.0], [0.0, 0.2, -0.2], [0.5, 0.1, -0.3], [-0.3, -0.1, -0.2], [-0.6, 0.0, 0.0], [0.7, 0.2, 0.1], [-0.6, 0.3, 0.1], [-0.2, -0.1, -0.1], [0.3, -0.1, 0.0], [-0.2, 0.3, 0.1], [-0.1, -0.2, -0.2], [0.4, -0.1, 0.0], [-0.1, 0.1, 0.0], [-0.1, 0.0, 0.0], [0.0, -0.1, 0.0], [0.1, -0.1, 0.0], [1.0, -0.8, -0.4], [-0.9, 0.3, 0.1], [-0.1, 0.6, 0.3], [0.9, -0.3, -0.1], [-0.6, 0.2, 0.1], [-0.1, 0.1, 0.1], [0.2, 0.0, 0.0], [-0.1, -0.2, -0.1], [0.0, 0.1, 0.1], [-0.2, 0.4, -0.1], [-0.2, -0.2, 0.3], [0.1, 0.2, -0.2], [0.2, -0.1, 0.2], [-0.1, 0.1, 0.0], [0.0, 0.1, -0.1], [-0.1, -0.1, -0.1], [-0.1, -0.3, 0.1], [0.1, 0.0, 0.0], [0.0, 0.1, -0.1], [0.0, 0.1, 0.1], [0.0, 0.0, 0.0], [0.0, 0.0, -0.1], [0.0, 0.1, -0.1], [0.0, 0.0, 0.1], [0.0, 0.0, -0.1], [0.2, -0.1, 0.1], [0.0, 0.0, 0.0], [0.1, -0.1, 0.0], [0.1, 0.0, 0.0], [-0.2, 0.1, -0.2], [-0.1, -0.1, 0.0], [-0.1, 0.0, 0.0], [0.1, 0.0, 0.0], [0.1, 0.1, 0.0], [-0.1, -0.1, 0.0], [-0.1, 0.0, 0.0], [0.0, 0.0, 0.1]], "homo_lumo_gap_ev": 7.97, "e_tot_ev": -44145.1434, "smiles": "CCCCn1c(N)c(N(CCC(C)C)C(=O)c2cc(-c3ccco3)nc3ccccc23)c(=O)[nH]c1=O", "lumo_ev": -0.2, "relative_energy_ev": 0.0753, "homo_ha": -0.2998}

***

# 2
{"formula": "C27H31N6OPdS2", "method": "ωB97M-V with the def2-TZVPD basis set", "symbols": ["Pd", "C", "C", "C", "C", "C", "C", "N", "C", "C", "C", "C", "C", "C", "N", "N", "C", "C", "C", "C", "C", "N", "H", "H", "H", "H", "H", "H", "H", "H", "H", "H", "H", "H", "H", "C", "C", "C", "S", "O", "C", "C", "C", "H", "H", "H", "H", "H", "H", "H", "H", "H", "H", "H", "H", "H", "H", "S", "C", "N", "C", "C", "C", "N", "H", "H", "H", "H"], "positions_angstrom": [[0.19594, 0.31111, -0.34296], [4.09399, 2.93529, 2.67096], [3.28781, 1.98333, 3.27898], [2.61542, 1.03846, 2.51102], [2.77306, 1.03263, 1.12764], [3.59073, 1.98348, 0.51797], [4.24296, 2.93346, 1.28756], [2.04994, 0.09969, 0.35078], [2.55621, -1.10096, 0.04106], [3.86883, -1.53947, 0.37401], [4.27366, -2.79944, 0.03139], [3.43497, -3.71367, -0.65149], [2.16735, -3.33755, -0.98307], [1.71945, -2.04831, -0.63371], [0.46112, -1.57950, -0.88240], [-0.44487, -2.19680, -1.50734], [-1.60692, -1.42415, -1.64007], [-2.73717, -1.98151, -2.21092], [-3.87352, -1.19652, -2.32255], [-3.85446, 0.11058, -1.86396], [-2.68686, 0.60848, -1.31201], [-1.58902, -0.13849, -1.21182], [4.61732, 3.66807, 3.27109], [3.19079, 1.96530, 4.35823], [1.95398, 0.31044, 2.96745], [3.68990, 1.97489, -0.55984], [4.87362, 3.67215, 0.81097], [4.53162, -0.86151, 0.89378], [5.27660, -3.11378, 0.29212], [3.81429, -4.69291, -0.90540], [1.48711, -3.99521, -1.50772], [-2.70997, -3.00601, -2.55011], [-4.77068, -1.60723, -2.76565], [-4.72356, 0.74788, -1.93450], [-2.60176, 1.61837, -0.93213], [-2.53943, -1.46337, 6.06943], [-1.61457, -1.65797, 4.87483], [-2.39606, -1.73204, 3.57320], [-1.40156, -1.57436, 2.07010], [-0.56050, -0.33844, 2.24854], [-0.31952, -3.02392, 2.29173], [0.97748, -2.72841, 3.03135], [1.83591, -3.98085, 3.13845], [-1.97518, -1.43889, 7.00114], [-3.26783, -2.27233, 6.14548], [-3.09361, -0.52639, 5.98880], [-1.02962, -2.57126, 5.00335], [-0.90285, -0.83165, 4.80607], [-3.11547, -0.91263, 3.49737], [-2.95863, -2.66402, 3.47234], [-0.10242, -3.37903, 1.28208], [-0.90606, -3.79940, 2.79021], [0.76509, -2.31629, 4.01910], [1.51395, -1.95632, 2.48507], [1.33116, -4.76539, 3.70589], [2.78160, -3.76438, 3.63536], [2.06469, -4.37655, 2.14653], [0.10703, 2.69600, -0.37740], [-0.49231, 2.85585, 1.23070], [0.37862, 3.23103, 2.20025], [0.04453, 3.28040, 3.50413], [-1.22986, 2.96272, 3.86298], [-2.10372, 2.61249, 2.82406], [-1.75727, 2.57123, 1.55385], [1.34136, 3.39702, 1.91886], [0.83205, 3.56824, 4.18545], [-1.55023, 2.98566, 4.89233], [-3.13504, 2.36270, 3.04701]], "forces_ev_per_a": [[0.1, -0.1, -0.4], [0.0, 0.1, 0.0], [0.0, -0.1, 0.0], [0.1, 0.0, 0.0], [0.0, 0.1, 0.0], [-0.1, 0.0, 0.0], [0.0, 0.0, 0.0], [0.3, -0.2, -0.2], [-0.2, 0.1, 0.2], [0.1, -0.1, 0.0], [0.0, 0.2, 0.1], [-0.1, -0.1, -0.1], [0.1, -0.2, 0.0], [-0.1, 0.0, 0.0], [0.1, 0.5, 0.1], [0.0, -0.3, 0.0], [0.0, 0.1, 0.0], [0.0, 0.0, 0.0], [0.0, 0.0, 0.0], [0.0, 0.0, 0.0], [0.1, -0.1, 0.0], [-0.3, 0.1, 0.0], [0.0, 0.0, 0.0], [0.0, 0.0, 0.0], [0.0, 0.0, 0.0], [0.0, 0.0, 0.0], [0.0, 0.0, 0.0], [0.0, 0.0, 0.0], [0.0, 0.0, 0.0], [-0.1, 0.0, 0.0], [0.0, 0.0, 0.0], [0.0, 0.0, 0.0], [0.0, 0.0, 0.0], [0.0, 0.0, 0.0], [0.0, 0.0, 0.0], [0.0, 0.0, 0.0], [0.0, 0.0, 0.0], [0.0, 0.0, -0.1], [-0.1, -0.1, 0.1], [0.0, 0.0, 0.1], [0.1, 0.0, 0.0], [0.0, 0.1, 0.0], [0.0, -0.1, 0.0], [0.0, 0.0, 0.0], [0.0, 0.0, 0.0], [0.0, 0.0, 0.0], [-0.1, 0.0, 0.0], [0.0, 0.0, 0.0], [0.0, 0.0, 0.0], [0.0, 0.0, 0.0], [0.0, 0.0, 0.0], [-0.1, 0.0, 0.0], [0.1, -0.1, -0.1], [0.1, 0.1, -0.1], [0.0, 0.0, 0.0], [0.0, 0.0, 0.0], [0.0, 0.0, 0.0], [-0.1, 0.0, 0.2], [0.2, -0.4, -0.3], [-0.1, 0.0, 0.1], [0.0, 0.0, -0.1], [0.0, 0.0, 0.0], [0.1, 0.1, 0.0], [-0.1, 0.0, 0.1], [0.0, 0.0, 0.0], [0.0, 0.0, 0.0], [0.0, 0.0, 0.0], [0.0, 0.0, 0.0]], "total_charge": 1, "homo_lumo_gap_ev": [6.02, 6.02], "e_tot_ev": -64635.0962, "lumo_ev": [-3.9, -3.9], "relative_energy_ev": 0.0000, "homo_ha": [-0.3647, -0.3646]}

***

# 3
{"formula": "C27H31NO3", "method": "ωB97M-V with the def2-TZVPD basis set", "symbols": ["C", "C", "O", "C", "C", "C", "O", "C", "C", "C", "C", "C", "O", "H", "H", "H", "H", "H", "H", "H", "H", "H", "H", "H", "H", "H", "H", "H", "C", "C", "N", "C", "C", "C", "C", "C", "C", "C", "C", "C", "C", "C", "C", "C", "C", "C", "H", "H", "H", "H", "H", "H", "H", "H", "H", "H", "H", "H", "H", "H", "H", "H"], "positions_angstrom": [[0.83914, 5.53580, 0.38043], [0.69132, 4.33524, 1.30300], [1.26027, 3.17952, 0.62490], [0.89331, 1.95426, 1.11533], [1.20138, 0.70701, 0.14518], [1.29066, -0.55556, 0.95137], [0.34696, -1.36957, 1.11019], [2.58147, -0.90698, 1.64907], [3.58026, -1.68994, 0.76014], [3.45643, -1.36474, -0.73865], [3.58941, 0.12717, -1.00898], [2.48642, 1.12674, -0.62044], [0.32393, 1.83089, 2.19555], [0.30871, 6.39916, 0.82007], [1.88788, 5.82289, 0.26015], [0.39449, 5.35375, -0.61232], [1.21937, 4.50876, 2.26480], [-0.37155, 4.14380, 1.52735], [3.07749, -0.04304, 2.11792], [2.29848, -1.54788, 2.49324], [4.58453, -1.42117, 1.11342], [3.49141, -2.79757, 0.90657], [4.34420, -1.84581, -1.18917], [2.56834, -1.82812, -1.20517], [4.55335, 0.41481, -0.53429], [3.77411, 0.27940, -2.05465], [2.07786, 1.61448, -1.54773], [3.05522, 1.93867, -0.13482], [-2.81965, 1.67882, 1.30001], [-2.16012, 2.22696, 0.10839], [-2.58376, 3.39587, -0.47121], [-1.75439, 3.69337, -1.59510], [-0.85276, 2.61680, -1.75747], [-0.13386, 2.49077, -2.93597], [-0.26776, 3.50536, -3.89878], [-1.11243, 4.62001, -3.69152], [-1.91884, 4.68310, -2.54935], [-1.09357, 1.70674, -0.65205], [-0.39133, 0.44476, -0.53352], [-0.73685, -0.44539, -1.75472], [-1.68893, -0.11820, -2.73606], [-2.09155, -0.99483, -3.73814], [-1.49903, -2.24697, -3.87015], [-1.88483, -3.10008, -4.99608], [-0.54610, -2.58863, -2.90041], [-0.23035, -1.72951, -1.83376], [-3.24019, 0.68813, 1.04850], [-2.05558, 1.56555, 2.08546], [-3.59976, 2.35750, 1.67806], [-3.38130, 3.90987, -0.18084], [0.51910, 1.62457, -3.08277], [0.30433, 3.43077, -4.81664], [-1.17758, 5.39401, -4.44816], [-2.70182, 5.44569, -2.39691], [-0.81576, -0.08520, 0.39718], [-2.18807, 0.86500, -2.80367], [-2.88718, -0.74714, -4.44462], [-1.46815, -4.10613, -4.92303], [-2.97267, -3.21294, -5.05927], [-1.57234, -2.69422, -5.97906], [-0.08105, -3.57006, -2.99170], [0.44020, -2.12443, -1.06758]], "forces_ev_per_a": [[-0.2, 0.2, -0.1], [-0.1, 0.1, 0.2], [-0.4, -1.2, 0.3], [-0.9, -0.2, 1.1], [-2.0, 1.1, -0.1], [-1.0, -2.6, 1.9], [2.6, 1.9, -0.3], [0.3, -0.4, 0.7], [-0.2, -0.4, -0.1], [0.6, -0.5, 0.2], [0.5, -0.3, 0.2], [-0.4, 0.5, -1.3], [1.0, 0.0, -1.7], [0.2, -0.4, -0.1], [-0.1, -0.1, 0.0], [0.2, -0.1, 0.4], [-0.3, -0.3, -0.6], [0.4, -0.1, -0.1], [-0.2, 0.1, -0.5], [0.0, 0.2, -0.2], [-0.1, -0.1, -0.2], [-0.2, 0.9, 0.0], [-0.5, 0.1, -0.2], [0.3, 0.3, 0.3], [-0.6, 0.0, 0.0], [0.1, -0.1, -0.7], [0.6, -0.4, 0.8], [-0.9, -0.3, 0.2], [0.0, -0.4, 0.6], [1.7, -0.4, -1.9], [1.8, 0.2, -1.2], [-1.2, -0.7, 0.5], [-1.2, 0.2, 1.2], [0.5, 0.9, -0.7], [0.2, -0.2, 0.6], [-0.2, -0.5, 0.4], [-0.1, 0.5, -0.2], [-1.3, 2.1, 0.0], [0.0, -0.4, 1.7], [0.4, -0.2, 0.4], [-0.8, 1.0, -0.4], [0.3, -0.2, 0.3], [0.7, 0.9, 1.2], [-0.3, -1.0, -1.3], [-0.4, 0.0, -0.3], [0.6, -1.1, -0.6], [0.0, 0.4, 0.4], [-0.4, -0.2, -0.1], [0.1, -0.4, -0.2], [-0.4, 0.4, 0.2], [-0.3, 0.4, -0.2], [-0.1, 0.1, 0.0], [0.0, -0.1, 0.0], [0.6, -0.3, -0.3], [0.5, 0.8, -1.8], [0.5, -0.6, 0.5], [0.3, 0.3, 0.3], [0.0, 0.0, 0.0], [0.1, 0.0, 0.1], [0.0, -0.1, 0.5], [0.0, 0.2, 0.3], [-0.2, 0.3, -0.3]], "homo_lumo_gap_ev": 8.12, "e_tot_ev": -36133.7809, "smiles": "CCOC(=O)[C@@]1([C@H](c2ccc(C)cc2)c2c(C)[nH]c3ccccc23)CCCCCC1=O", "lumo_ev": 0.7, "relative_energy_ev": 1.9500, "homo_ha": -0.2739}